Entry 1:
{"formula": "C2H4P2", "method": "wB97M-V/def2-TZVPD", "charge": 0, "e_above_lowest_ev": 3.659, "e_tot_ev": -20711.14104, "multiplicity": 1, "symbols": ["C", "C", "P", "P", "H", "H", "H", "H"], "positions_angstrom": [[-3.20902, 0.70034, 0.25477], [-2.07263, 0.47370, -0.09394], [-0.43669, -0.27374, -0.05316], [2.46741, 0.45366, 0.03034], [-4.28335, 0.96399, 0.56159], [1.79642, 0.78805, 1.26416], [-0.42273, -0.32693, -1.51297], [2.49392, 1.88484, -0.53113]]}

Entry 2:
{"formula": "C26H55Cl6O14P", "method": "wB97M-V/def2-TZVPD", "charge": 0, "smiles": "COP(=O)(OC)OC.CCOC(C)=O.CCOC(C)=O.CCOC(C)=O.CCOC(C)=O.CCOC(C)=O.ClCCl.ClCCl.ClCCl", "e_tot_ev": -140943.29556, "multiplicity": 1, "symbols": ["C", "O", "P", "O", "O", "C", "O", "C", "H", "H", "H", "H", "H", "H", "H", "H", "H", "C", "C", "O", "C", "C", "O", "H", "H", "H", "H", "H", "H", "H", "H", "C", "C", "O", "C", "C", "O", "H", "H", "H", "H", "H", "H", "H", "H", "C", "C", "O", "C", "C", "O", "H", "H", "H", "H", "H", "H", "H", "H", "C", "C", "O", "C", "C", "O", "H", "H", "H", "H", "H", "H", "H", "H", "C", "C", "O", "C", "C", "O", "H", "H", "H", "H", "H", "H", "H", "H", "Cl", "C", "Cl", "H", "H", "Cl", "C", "Cl", "H", "H", "Cl", "C", "Cl", "H", "H"], "positions_angstrom": [[1.20284, 5.09550, 8.31013], [1.59490, 3.73297, 8.47459], [2.07113, 3.17608, 9.90098], [1.13758, 3.41295, 11.05518], [2.30680, 1.62044, 9.51013], [2.93641, 1.29199, 8.30847], [3.57569, 3.69402, 10.00264], [3.92427, 4.69561, 10.92842], [0.16145, 4.99323, 8.00494], [1.69283, 5.58189, 7.46667], [1.39144, 5.71151, 9.18937], [3.37954, 2.07994, 7.69949], [2.23980, 0.80095, 7.62897], [3.74355, 0.58442, 8.49810], [4.78824, 4.36778, 11.50651], [3.09048, 5.09382, 11.50664], [4.28843, 5.48746, 10.27387], [0.28358, 2.30468, 0.97982], [0.44738, 2.82333, -0.45478], [0.68655, 1.86539, -1.42729], [-0.26528, 1.11768, -2.00886], [0.23663, 0.11380, -2.99473], [-1.43600, 1.10948, -1.68497], [-0.63176, 1.71286, 0.97824], [0.31079, 3.12503, 1.69703], [1.09102, 1.62327, 1.24778], [-0.25924, 3.60564, -0.73187], [1.35777, 3.42273, -0.45340], [0.30885, 0.60569, -3.96474], [-0.42793, -0.74235, -3.11073], [1.19472, -0.28451, -2.66082], [-1.99111, -5.00622, 2.15604], [-1.49042, -5.99520, 3.24486], [-2.46968, -6.33367, 4.23244], [-2.59795, -5.71345, 5.39824], [-3.79977, -6.20997, 6.19653], [-1.83138, -4.89890, 5.82995], [-1.34603, -4.92594, 1.28111], [-2.07718, -3.98906, 2.53825], [-3.00265, -5.28429, 1.86015], [-1.17076, -6.94763, 2.82204], [-0.56911, -5.58501, 3.65840], [-3.80758, -7.29311, 6.07463], [-4.72119, -5.76706, 5.81852], [-3.68082, -6.19198, 7.27987], [4.00657, -6.10952, -8.80031], [3.98388, -6.15088, -10.36172], [4.32108, -7.44436, -10.80242], [3.40485, -8.45026, -10.85668], [4.03762, -9.79114, -11.12445], [2.18716, -8.33885, -10.78614], [4.97568, -6.29998, -8.33919], [3.22519, -6.79977, -8.48235], [3.65996, -5.12083, -8.49952], [2.98752, -5.93622, -10.74809], [4.63846, -5.39486, -10.79538], [3.43867, -10.45114, -11.75193], [4.24539, -10.23705, -10.15178], [4.99853, -9.64547, -11.61795], [-9.95902, 0.73316, -7.69856], [-9.91020, 0.80467, -6.11725], [-8.74006, 0.01738, -5.80725], [-8.58707, -0.44624, -4.56365], [-7.47967, -1.47569, -4.54960], [-9.22449, -0.18936, -3.50731], [-9.13703, 1.32114, -8.10688], [-10.88420, 1.12788, -8.11845], [-9.89841, -0.30653, -8.02023], [-9.67217, 1.80945, -5.76817], [-10.81708, 0.39032, -5.67682], [-6.59650, -1.25498, -5.14910], [-7.80794, -2.41599, -4.99252], [-7.13184, -1.57888, -3.52175], [7.61765, 3.22068, -2.42134], [7.52082, 2.61179, -1.04614], [6.93202, 1.34030, -1.10986], [6.68424, 0.58673, 0.00400], [5.93909, -0.62038, -0.48254], [6.92039, 0.78320, 1.19216], [6.65509, 3.19823, -2.93230], [8.33866, 2.67807, -3.03274], [8.03764, 4.22653, -2.42042], [8.55148, 2.58614, -0.69233], [7.07080, 3.31408, -0.34444], [5.94870, -1.29655, 0.37234], [6.26995, -1.05121, -1.42754], [4.92903, -0.23222, -0.61367], [3.36265, 10.18155, 0.80484], [4.81669, 11.12136, 0.35407], [6.32229, 10.49433, 0.97637], [4.83265, 11.33111, -0.71543], [4.65333, 12.07403, 0.85791], [-5.80533, 5.61900, 1.16886], [-6.92134, 5.02064, -0.08730], [-7.61878, 6.31990, -1.16283], [-6.30088, 4.39701, -0.73089], [-7.76254, 4.50463, 0.37552], [-5.31747, 0.04801, 5.48355], [-5.30110, 0.24763, 7.24126], [-6.68981, 1.30629, 7.74700], [-5.47209, -0.71580, 7.72153], [-4.34559, 0.65714, 7.56900]]}

Entry 3:
{"formula": "C34H84N4O8", "method": "wB97M-V/def2-TZVPD", "charge": 2, "e_above_lowest_ev": 3.031, "e_tot_ev": -58937.38875, "multiplicity": 1, "symbols": ["C", "O", "H", "H", "H", "C", "C", "N", "C", "C", "C", "C", "C", "O", "C", "H", "H", "H", "H", "H", "H", "H", "H", "H", "H", "H", "H", "H", "H", "H", "H", "H", "H", "H", "H", "C", "C", "N", "C", "C", "C", "C", "C", "O", "C", "H", "H", "H", "H", "H", "H", "H", "H", "H", "H", "H", "H", "H", "H", "H", "H", "H", "H", "H", "H", "C", "C", "N", "C", "C", "C", "C", "C", "O", "C", "H", "H", "H", "H", "H", "H", "H", "H", "H", "H", "H", "H", "H", "H", "H", "H", "H", "H", "H", "H", "C", "C", "N", "C", "C", "C", "C", "C", "O", "C", "H", "H", "H", "H", "H", "H", "H", "H", "H", "H", "H", "H", "H", "H", "H", "H", "H", "H", "H", "H", "O", "C", "O", "O", "H"], "positions_angstrom": [[0.33409, -0.54362, -0.41173], [0.54207, -1.95365, -0.46964], [-0.28157, -0.14137, -1.21627], [-0.03556, -0.19892, 0.55400], [1.19607, 0.11034, -0.54379], [1.18118, -2.76774, 3.83740], [0.52028, -4.19146, 3.78799], [-0.25752, -4.54893, 2.44580], [0.73546, -4.72564, 1.30746], [-0.95652, -5.97168, 2.70065], [-1.57245, -6.66735, 1.47663], [-1.31321, -3.46805, 1.96678], [-2.27073, -2.82467, 2.99457], [-2.93462, -3.73408, 3.86063], [-3.81589, -3.11712, 4.75349], [0.46735, -1.94490, 3.79875], [1.93925, -2.69794, 3.05730], [1.64289, -2.55360, 4.80128], [-0.29253, -4.34494, 4.49784], [1.23330, -4.99638, 3.96632], [1.45530, -5.53635, 1.42003], [1.20820, -3.74434, 1.26686], [0.06537, -4.89101, 0.46383], [-1.59139, -5.70296, 3.54494], [-0.28076, -6.65848, 3.21031], [-1.95806, -7.68027, 1.59248], [-0.87194, -6.76223, 0.64695], [-2.41382, -6.07601, 1.11536], [-1.83778, -3.79050, 1.06737], [-0.63368, -2.69385, 1.61048], [-2.94928, -2.21606, 2.39686], [-1.70965, -2.12616, 3.61535], [-4.46211, -3.75872, 5.35253], [-4.43512, -2.36124, 4.27050], [-3.14352, -2.59895, 5.43723], [-3.49503, 4.83561, 1.68928], [-2.04413, 4.50151, 2.01413], [-1.17797, 3.75189, 0.93335], [0.21768, 3.52092, 1.58770], [-1.80052, 2.37853, 0.45313], [-1.98302, 1.43164, 1.62383], [-1.05443, 4.82521, -0.27255], [0.16649, 4.49923, -1.24474], [0.09716, 3.14918, -1.81216], [1.35740, 2.77400, -2.42876], [-4.04480, 3.94384, 1.38825], [-3.71696, 5.68107, 1.03808], [-3.94961, 5.01186, 2.66416], [-1.97712, 3.93887, 2.94527], [-1.53476, 5.42518, 2.28885], [0.82713, 2.92247, 0.91054], [0.10877, 2.82550, 2.41994], [0.60876, 4.47416, 1.94332], [-1.07278, 2.08563, -0.30363], [-2.73371, 2.70316, -0.00719], [-2.66069, 1.85372, 2.36593], [-1.08606, 1.16639, 2.18346], [-2.37816, 0.44367, 1.38744], [-0.93326, 5.79224, 0.21560], [-2.02600, 4.61061, -0.71766], [1.08232, 4.67313, -0.67984], [-0.00661, 5.17649, -2.08107], [1.73580, 3.50292, -3.14541], [1.22310, 1.80318, -2.90581], [2.07702, 2.70171, -1.61328], [6.96774, -2.39206, -0.83532], [6.07864, -1.75627, 0.24539], [4.54806, -2.14246, 0.15170], [3.71354, -1.46874, 1.22081], [4.02245, -1.62955, -1.24535], [4.26250, -0.09336, -1.54355], [4.29306, -3.66843, 0.21343], [4.71785, -4.54406, 1.43483], [3.92071, -4.17118, 2.58023], [4.38388, -4.75913, 3.76531], [6.78540, -2.13849, -1.87962], [7.09562, -3.46796, -0.71623], [7.98816, -2.07325, -0.62270], [6.11592, -0.66712, 0.26711], [6.28526, -2.05384, 1.27343], [2.76168, -1.96259, 1.02546], [3.71978, -0.39738, 1.02016], [4.08528, -1.77726, 2.19792], [2.95969, -1.86920, -1.21066], [4.43297, -2.30585, -1.99514], [3.82597, 0.57053, -0.79736], [3.65363, 0.32080, -2.34720], [5.29821, 0.15394, -1.77646], [4.94048, -3.99747, -0.59940], [3.34066, -3.91154, -0.25767], [5.76510, -4.34439, 1.66175], [4.62672, -5.59852, 1.17423], [4.29621, -5.84498, 3.72841], [3.79138, -4.38317, 4.59939], [5.42406, -4.53891, 4.00537], [-5.48723, 4.33976, -4.32401], [-4.68259, 3.10286, -4.79013], [-3.64766, 2.55110, -3.76287], [-4.37715, 2.06415, -2.53131], [-2.96336, 1.31664, -4.42072], [-2.10086, 0.51227, -3.40702], [-2.57675, 3.67961, -3.41420], [-1.77848, 4.25972, -4.54078], [-2.61491, 5.15262, -5.26794], [-2.10246, 5.71608, -6.41956], [-6.23284, 4.22291, -3.53756], [-6.10716, 4.56272, -5.19239], [-4.98248, 5.27708, -4.09005], [-4.14143, 3.43443, -5.67630], [-5.40990, 2.32191, -5.01206], [-5.01424, 1.30108, -2.97844], [-4.99319, 2.82573, -2.05319], [-3.72754, 1.63807, -1.76674], [-2.30317, 1.54820, -5.25656], [-3.80854, 0.75369, -4.81675], [-1.51355, 1.09861, -2.70035], [-1.46385, -0.06217, -4.07956], [-2.71456, -0.18887, -2.84146], [-1.97112, 3.05733, -2.75535], [-3.28106, 4.33947, -2.90761], [-1.33909, 3.54140, -5.23291], [-0.84243, 4.70957, -4.20979], [-1.79907, 4.93662, -7.11849], [-1.15952, 6.19009, -6.14701], [-2.88616, 6.35157, -6.83195], [1.30780, 0.45045, 3.03682], [2.44577, 1.05075, 3.27410], [3.33596, 0.30220, 3.56556], [2.55692, 2.29398, 3.35994], [1.94615, -0.26446, 3.09171]]}

Entry 4:
{"formula": "C24H21BClF3MgN7O3", "method": "wB97M-V/def2-TZVPD", "charge": -1, "e_tot_ev": -68603.65119, "multiplicity": 1, "symbols": ["Mg", "C", "C", "N", "N", "C", "B", "N", "C", "C", "C", "N", "N", "C", "C", "C", "N", "H", "H", "H", "H", "H", "H", "H", "H", "H", "H", "C", "C", "C", "N", "H", "H", "H", "H", "H", "Cl", "C", "C", "O", "O", "H", "H", "O", "C", "F", "C", "F", "F", "C", "C", "C", "C", "C", "C", "C", "C", "H", "H", "H", "H"], "positions_angstrom": [[0.63609, 0.00141, 0.45091], [3.61331, -3.00708, -0.80767], [2.95327, -2.24508, 0.16690], [1.96202, -1.54463, -0.37965], [1.96124, -1.84393, -1.69618], [2.94127, -2.71464, -1.98040], [0.99155, -1.11082, -2.66808], [1.31013, 0.39372, -2.59896], [1.73119, 1.20420, -3.58305], [1.91293, 2.46549, -3.05425], [1.57036, 2.32703, -1.70227], [1.20596, 1.07565, -1.43170], [-0.45412, -1.32917, -2.19886], [-1.46621, -1.97061, -2.80671], [-2.56335, -1.92701, -1.97114], [-2.11236, -1.22467, -0.84348], [-0.84361, -0.86629, -0.99184], [4.44740, -3.67639, -0.67682], [3.13138, -2.17074, 1.22775], [3.08673, -3.07408, -2.98642], [1.14933, -1.52635, -3.78811], [1.85919, 0.83133, -4.58688], [2.23205, 3.35526, -3.57000], [1.54459, 3.07107, -0.92305], [-1.33711, -2.41081, -3.78222], [-3.54081, -2.34337, -2.14630], [-2.63527, -0.98120, 0.06686], [5.03734, 0.54319, -1.47197], [5.14095, 0.66134, 0.05390], [3.82260, 0.92573, 0.62367], [2.76289, 1.18897, 0.97244], [6.02205, 0.35014, -1.89754], [4.63708, 1.45970, -1.90463], [4.37072, -0.27655, -1.74150], [5.81102, 1.46864, 0.34776], [5.52074, -0.26613, 0.48388], [-1.49716, -1.97510, 4.53515], [-0.00170, -2.31767, 3.62040], [0.25233, -1.33618, 2.48382], [1.42134, -0.91220, 2.32841], [-0.69007, -1.03832, 1.70724], [-0.11784, -3.31093, 3.19224], [0.83229, -2.30411, 4.31204], [-0.42731, 1.30796, 3.69450], [-0.50731, 1.73090, 2.61501], [-1.29942, 9.51758, 0.51125], [-1.03962, 8.74082, -0.58276], [-2.04634, 8.98572, -1.44981], [0.07059, 9.32007, -1.12782], [-0.87149, 7.31475, -0.27334], [0.16891, 6.90653, 0.57815], [0.35209, 5.59668, 0.92117], [-0.53551, 4.56437, 0.42498], [-1.58758, 5.00654, -0.45833], [-1.73635, 6.33259, -0.77277], [-0.30246, 3.27163, 0.72046], [-0.26459, 2.13576, 1.37630], [0.84566, 7.65583, 0.97641], [1.16502, 5.30777, 1.57566], [-2.26168, 4.26815, -0.87315], [-2.54131, 6.62764, -1.43485]]}

Entry 5:
{"formula": "C4H8FIP", "method": "wB97M-V/def2-TZVPD", "charge": -1, "e_tot_ev": -24384.12560, "multiplicity": 1, "symbols": ["C", "C", "P", "C", "C", "F", "H", "H", "H", "H", "H", "H", "H", "H", "I"], "positions_angstrom": [[2.82202, 0.51046, 0.46989], [1.82598, -0.34793, 0.07921], [0.23015, -0.09436, 0.79577], [-1.18392, 0.09404, -0.39506], [-2.53253, -0.05852, 0.29908], [-1.17746, 1.37325, -1.00365], [3.67309, 0.18373, 1.06487], [2.78242, 1.56586, 0.20734], [1.92338, -1.18481, -0.64395], [0.31642, 1.21158, 1.33255], [-1.04255, -0.63552, -1.19293], [-3.28402, -0.49276, -0.35789], [-2.86426, 0.93790, 0.59767], [-2.44357, -0.64699, 1.21180], [0.95486, -2.41593, -2.46471]]}

Entry 6:
{"formula": "C3H6N2O2", "method": "wB97M-V/def2-TZVPD", "charge": 0, "e_above_lowest_ev": 4.131, "smiles": "C=C(O)/C(O)=N\\N", "e_tot_ev": -10280.66637, "multiplicity": 1, "symbols": ["C", "C", "O", "C", "O", "N", "N", "H", "H", "H", "H", "H", "H"], "positions_angstrom": [[0.58158, -1.58628, 0.32166], [1.02549, -0.34864, -0.00153], [2.37988, -0.05978, 0.00163], [0.04888, 0.73873, 0.07703], [0.64345, 1.94479, 0.24325], [-1.22591, 0.64953, 0.32496], [-2.00488, -0.14786, -0.44251], [1.29945, -2.39301, 0.44483], [-0.41902, -1.97706, 0.19621], [2.42764, 0.90960, 0.11742], [-0.07521, 2.57949, 0.40718], [-1.68299, -0.33241, -1.39367], [-2.99836, 0.02289, -0.29647]]}